40
Properties=species:S:1:pos:R:3:forces:R:3:mulliken_charge:R:1 method="wB97M-V/def2-TZVPD" e_homo_ev=-4.9 e_lumo_ev=1.34 energy_ha=-1097.8382 total_charge=-1
C 2.5122 -0.0588 -3.3013 0.4552 -1.5063 3.5437 -0.462
C 2.5597 -0.6474 -1.9030 -0.5609 1.0240 -4.3676 -0.055
Nb 1.1435 0.3559 -0.3613 0.0489 -2.9482 -0.9488 -0.720
C -0.5949 -0.4673 -1.6253 0.1454 -0.1199 -2.1516 -0.369
N -1.1631 -1.7517 -1.0590 -0.3738 0.1767 -0.3748 -0.406
C 1.1137 -1.4831 0.9872 0.6092 -0.6685 1.2376 -0.676
C 0.1672 -1.1780 2.3144 -0.2879 -0.9931 0.0290 -0.311
C -1.3466 -1.8571 2.1950 -0.4592 -0.5931 0.5061 -0.325
C -2.5214 -0.7200 1.9936 -1.7295 3.5123 4.7847 0.386
O -2.8153 0.0470 3.0721 1.8407 -4.5111 -6.7104 -0.583
O -3.2958 -0.4895 0.7623 2.0769 0.2614 2.1343 -0.320
C -3.2391 0.9312 0.3815 0.6956 2.2512 -0.4553 0.202
C -3.9510 1.2904 -1.0555 0.5194 -0.7347 -0.1757 -1.044
N 2.9417 0.9812 0.6898 1.1259 5.5160 -1.0307 -0.146
C 4.0189 1.4499 -0.2632 5.9378 -4.3239 -0.2673 0.527
O 5.1408 0.6835 -0.3395 -7.6615 5.6886 0.1124 -0.526
F 3.9544 2.6352 -1.1487 -0.2999 -3.2564 3.0357 -0.230
C 2.5902 2.0120 1.7392 2.2744 -1.4578 6.8794 0.519
O 2.9952 1.7451 3.0056 -3.1731 2.3200 -8.5891 -0.520
F 1.8056 3.2515 1.5369 2.4584 -3.6575 -0.0295 -0.226
H 1.5433 0.5100 -3.6467 2.2759 -0.8207 0.9468 0.154
H 3.4101 -0.0883 -4.0531 -1.8965 -0.3639 1.3283 0.229
H 3.2765 -1.5372 -1.6138 -0.6819 2.2750 -0.8650 0.227
H 0.0468 1.2785 0.7436 -0.3464 0.4240 0.0055 0.087
H 1.2347 1.8577 -1.4279 -0.3604 0.1267 -0.0348 0.026
H -1.4225 0.3427 -1.8215 1.4182 -1.6427 0.5615 0.102
H -0.1310 -0.7178 -2.6959 -1.0288 0.8617 2.0033 0.318
H -0.5902 -2.5919 -1.3073 -0.9199 1.3197 0.0700 0.222
H -2.1764 -1.8778 -1.2750 1.3881 0.0008 0.0478 0.197
H 2.2227 -1.5992 1.4139 -2.1634 0.2528 -0.9128 0.403
H 0.8709 -2.4965 0.4539 0.2033 1.7953 1.2307 0.241
H 0.7005 -1.7101 3.2331 -1.3105 1.3522 -1.7271 0.256
H -0.0057 -0.0384 2.5224 0.6196 -2.2791 -0.2330 0.195
H -1.5489 -2.3579 3.2590 0.0711 1.3975 -2.2823 0.368
H -1.3888 -2.7389 1.4192 0.0694 2.1701 1.2590 0.242
H -3.6968 1.6527 1.1911 0.7834 -1.7672 -1.3792 0.311
H -2.0913 1.2197 0.2907 -2.3978 -0.5821 0.1409 -0.151
H -3.5470 2.3486 -1.3815 -0.9326 -2.0675 0.7885 0.305
H -5.1247 1.2815 -1.0292 2.3245 0.0635 0.1025 0.312
H -3.5980 0.5326 -1.8957 -0.7573 1.5042 1.7875 0.241


45
Properties=species:S:1:pos:R:3:forces:R:3:mulliken_charge:R:1 method="wB97M-V/def2-TZVPD" e_homo_ev=-14.9 e_lumo_ev=-10.30 energy_ha=-2264.4307 total_charge=+2
C 2.3069 0.5375 1.7308 -0.1335 0.0092 0.3301 -0.444
C 2.7431 -0.9020 1.5715 0.4615 -0.1014 0.1469 -0.308
O 3.1921 -1.3204 0.2590 -0.5314 0.3478 0.2820 -0.429
P 2.7426 -0.7711 -1.1595 0.3705 -0.6383 -1.1051 0.771
O 3.1528 -1.7017 -2.2180 -0.0615 0.0653 0.4449 -0.754
C 0.9287 -0.5937 -1.2396 -0.1794 0.2399 -0.1091 -0.984
C 0.1503 -1.5513 -0.3394 -0.1671 0.2895 0.1369 -0.314
C -1.3105 -1.4415 -0.7109 0.4818 0.3987 0.2472 0.020
O -2.0758 -2.6686 -0.1865 -0.5030 0.0946 -0.9083 -0.400
S -2.5306 -2.3956 1.2951 0.5788 1.5786 0.8580 1.877
O -1.5395 -3.0656 2.0996 -0.2641 -0.3215 -0.0237 -0.631
O -3.8527 -2.9668 1.4513 0.0121 -0.6803 -0.6042 -0.681
O -2.5138 -0.8958 1.3158 0.0800 0.0254 0.2735 -0.334
C -2.0432 -0.3026 0.0097 0.0967 0.9883 -0.4695 -0.345
C -3.1999 0.3684 -0.6898 -0.0386 -0.2335 0.3543 -0.789
C -3.6663 1.6020 0.1138 0.0979 0.1934 -0.1740 -0.331
O -3.0360 2.7718 -0.3260 0.1876 -0.1210 0.0066 -0.561
C -5.1948 1.7597 0.1067 0.7878 -0.3989 -0.1608 0.729
F -5.5952 2.4156 -0.9548 -0.2738 0.5114 -1.2611 -0.284
F -5.5965 2.3968 1.1597 -0.3984 0.9686 1.4688 -0.254
F -5.8004 0.5723 0.1095 -0.3254 -1.0178 -0.0283 -0.263
O 3.2027 0.7223 -1.3304 0.0186 0.0666 0.6904 -0.263
C 4.6305 1.0297 -1.1927 0.3629 0.3083 -0.4172 -0.304
C 4.8368 2.2964 -0.3682 -0.5377 -0.1202 0.1217 -1.155
H 2.3113 0.7623 2.8003 -0.0247 -0.0295 -0.0374 0.436
H 1.2877 0.7370 1.3870 0.1057 0.0273 -0.2311 -0.005
H 3.0009 1.2297 1.2649 -0.0477 -0.0006 -0.0984 0.008
H 3.5969 -1.0835 2.2239 0.0295 -0.0145 -0.1167 0.398
H 1.9687 -1.6022 1.8923 -0.0433 0.0080 -0.0370 0.280
H 0.6297 0.4518 -1.1159 0.0427 -0.0514 0.2196 0.413
H 0.7273 -0.8505 -2.2842 0.0653 0.0330 0.0024 0.542
H 0.5106 -2.5747 -0.4605 0.0264 0.0060 -0.0714 0.470
H 0.2487 -1.2536 0.7079 0.1579 -0.2285 0.0218 -0.009
H -1.4428 -1.3473 -1.7872 -0.3786 -0.5957 0.0091 0.664
H -1.3425 0.4850 0.3005 0.1653 -0.3118 0.1573 0.449
H -4.0165 -0.3322 -0.8661 0.0438 -0.0336 -0.1499 0.434
H -2.7985 0.7266 -1.6419 -0.1232 -0.1219 -0.0749 0.439
H -3.3872 1.5245 1.1678 -0.0680 -0.1875 -0.0194 0.458
H -3.3011 2.9838 -1.2329 -0.1124 0.0630 0.1438 0.409
H 5.1548 0.1751 -0.7671 -0.1086 -0.0562 0.0202 0.366
H 5.0018 1.1759 -2.2052 -0.0687 -0.1398 0.0040 0.417
H 3.8623 2.7011 -0.0866 0.0411 0.0665 -0.0786 0.333
H 5.3413 3.0680 -0.9431 0.1495 -0.0438 0.0779 0.312
H 5.3735 2.0947 0.5570 0.1499 0.0678 -0.0702 0.340
Pb -2.6581 -4.9674 0.5826 -0.1241 -0.9093 0.2292 1.278


57
Properties=species:S:1:pos:R:3:forces:R:3:mulliken_charge:R:1 method="wB97M-V/def2-TZVPD" de_lowest_kj_mol=0.00 e_homo_ev=-3.8 e_lumo_ev=3.62 energy_ha=-3665.1025 total_charge=-2
Na -1.3093 0.8728 -0.9621 -0.2686 -0.5913 0.0808 0.816
C -0.8375 0.5513 -5.8128 -0.0580 -0.2547 0.0127 0.568
F -1.6701 1.5764 -6.0519 -0.0416 0.0748 -0.0531 -0.256
F -0.6340 -0.0872 -6.9782 -0.1437 0.0037 -0.1262 -0.249
F 0.3522 1.0837 -5.4718 0.1518 0.1201 0.0708 -0.267
S -1.4776 -0.5969 -4.5062 0.0352 0.0489 0.0773 1.036
O -2.7792 -0.9656 -5.0002 -0.0464 0.0959 -0.0708 -0.656
O -0.4745 -1.6318 -4.5095 0.1085 0.1054 0.0409 -0.681
O -1.4763 0.2824 -3.3449 0.0787 0.0335 0.0574 -0.537
C -2.9714 -3.4560 0.7732 0.0178 0.2949 0.0143 0.389
F -3.6291 -2.6113 1.5851 0.0068 -0.1621 0.0093 -0.232
F -2.8033 -4.6128 1.4441 -0.1608 -0.0042 -0.1136 -0.238
F -3.7801 -3.7023 -0.2758 0.0824 -0.0813 0.1482 -0.234
S -1.3432 -2.7598 0.2509 0.3957 -0.4809 -0.2154 1.206
O -0.5608 -2.8334 1.4613 -0.0722 0.2853 0.0815 -0.660
O -0.9105 -3.6741 -0.7838 -0.1656 0.0197 -0.0637 -0.716
O -1.7101 -1.4372 -0.2164 0.0922 0.3625 -0.0749 -0.530
C -3.0502 1.9377 3.4668 0.0489 0.2569 -0.3183 0.346
F -3.5067 3.2078 3.4892 -0.0483 0.0690 -0.0034 -0.236
F -2.6095 1.6598 4.6952 0.0583 -0.0564 0.2144 -0.231
F -4.0914 1.1463 3.2093 -0.2223 -0.1238 0.0614 -0.224
S -1.7293 1.7033 2.2115 1.3978 -0.1296 -0.1930 1.502
O -1.3098 0.3487 2.4174 -0.3194 -0.3229 0.1158 -0.556
O -2.3976 1.9533 0.9407 -0.2471 0.1821 -0.1265 -0.749
O -0.7057 2.6783 2.5472 -0.5450 0.3945 0.0715 -0.758
C -1.7428 4.2448 -1.3933 -0.2872 0.0931 0.5932 -0.949
O -0.9469 3.1254 -1.6533 0.1847 -0.4357 -0.4750 -0.036
C 0.4069 3.4319 -1.9074 -0.4867 0.3112 0.3224 -0.803
C 1.1330 2.2151 -2.4161 0.4726 0.6556 -0.8047 -0.175
O 1.0779 1.1157 -1.5654 -0.5516 0.2520 0.6278 0.126
C 1.7132 -0.0056 -2.1194 0.9687 -0.5021 -0.0074 -0.658
H -1.4703 4.6958 -0.4304 -0.0401 -0.0167 -0.0186 0.300
H -2.7626 3.8727 -1.3232 -0.0366 0.1529 0.0447 0.259
H -1.6830 5.0213 -2.1676 0.1326 -0.2014 -0.1775 0.322
H 0.8279 3.8864 -1.0007 0.2464 -0.2034 -0.0080 0.410
H 0.4320 4.1825 -2.7100 0.2496 0.0332 -0.0045 0.403
H 2.1820 2.5195 -2.5867 -0.0139 -0.0620 0.0936 0.395
H 0.7265 1.9893 -3.4077 -0.1164 -0.2861 0.1554 -0.058
H 1.6521 -0.8419 -1.4251 -0.5267 0.0224 -0.0145 0.106
H 2.8025 0.1714 -2.2051 -0.2051 0.2423 -0.2339 0.327
H 1.2978 -0.2677 -3.0931 -0.0926 -0.1158 0.0493 0.220
C 2.6447 -3.6017 5.1174 0.4780 0.4259 -0.2528 -0.841
O 2.1539 -3.0855 3.9155 -0.2262 0.0145 -0.0186 -0.142
C 3.1749 -2.6521 3.0635 0.9186 -0.3731 -0.0121 -0.791
C 2.6667 -1.7804 1.9560 -0.5400 0.0479 -0.2115 -0.030
O 2.1593 -0.5761 2.4678 0.5618 -0.0491 0.1324 -0.373
C 1.9356 0.3691 1.4602 -0.3786 0.9934 0.2717 -0.380
H 1.8012 -3.9300 5.7156 -0.0245 -0.1437 0.0115 0.214
H 3.1970 -2.8149 5.6581 -0.0895 -0.1103 0.1170 0.332
H 3.3603 -4.4172 4.9291 -0.1819 -0.1661 0.1402 0.302
H 3.7061 -3.5111 2.6029 -0.3346 -0.0523 0.0077 0.343
H 3.9843 -2.1528 3.6305 -0.3824 0.3008 0.0572 0.336
H 1.8739 -2.2953 1.3950 0.1102 -0.0857 0.0319 0.099
H 3.5102 -1.5648 1.2797 0.0174 -0.1166 -0.0229 0.325
H 1.7600 1.3225 1.9659 -0.0869 -0.0752 -0.0296 0.285
H 1.0372 0.1803 0.8683 0.0824 -0.3739 -0.0286 -0.102
H 2.8033 0.5200 0.8007 0.0432 -0.3161 -0.0332 0.382


39
Properties=species:S:1:pos:R:3:forces:R:3:mulliken_charge:R:1 method="wB97M-V/def2-TZVPD" e_homo_ev=-9.3 smiles="C[C@H](O)CON(CCCI)C(=O)OCCCC(=O)O" e_lumo_ev=0.35 energy_ha=-1234.9765 total_charge=0
C 2.3491 1.7342 0.6614 0.0039 0.1144 -0.0180 -1.383
C 2.5643 1.0174 -0.6685 0.0481 -0.0046 0.0725 0.549
O 1.4860 1.2132 -1.5648 -0.0190 0.1050 -0.0004 -0.572
C 2.7544 -0.5188 -0.4606 0.0950 0.4665 -0.1185 -0.763
O 1.9545 -1.2996 -1.3257 0.1548 -0.3193 0.4270 -0.474
N 0.6350 -1.3461 -0.7919 0.2625 -0.1290 -0.0638 1.117
C 0.5380 -2.5084 0.1349 -0.2603 -0.1896 0.0660 -1.152
C -0.1807 -2.2181 1.4628 -0.1029 -0.1369 0.0368 -0.099
C -1.5921 -2.8034 1.5184 -0.0096 0.0385 -0.1007 -1.151
I -2.7948 -1.8480 3.0157 0.0500 -0.0419 -0.0118 -0.030
C -0.2366 -1.4928 -1.9037 -0.0416 0.4240 0.5575 -0.066
O 0.0727 -1.8382 -2.9891 0.1577 -0.1904 -0.6706 -0.538
O -1.5103 -1.1848 -1.5394 -0.1860 0.0271 0.1900 -0.407
C -1.7624 0.2480 -1.5325 0.0271 0.0117 -0.1011 -0.208
C -2.3132 0.6964 -0.1827 -0.0952 -0.1164 -0.0979 -0.685
C -1.3342 1.5185 0.6642 -0.0734 -0.0199 0.1478 0.561
C -1.1365 2.9081 0.1218 -0.5971 -0.2177 0.1416 0.213
O -0.2521 3.2653 -0.6066 0.5388 0.2772 -0.2301 -0.625
O -2.1109 3.7583 0.5152 0.2393 0.0233 0.5779 -0.467
H 2.0159 2.7636 0.4916 0.1018 -0.1267 0.0144 0.345
H 1.5904 1.2261 1.2649 0.1382 0.0382 -0.0140 0.281
H 3.2809 1.7851 1.2325 -0.0880 -0.1250 -0.0043 0.403
H 3.4836 1.4260 -1.1146 -0.1226 -0.1053 -0.0629 0.350
H 1.0496 2.0583 -1.3719 0.1479 -0.0927 0.1061 0.340
H 3.7855 -0.8132 -0.6766 -0.1385 0.0534 -0.0672 0.384
H 2.5660 -0.7656 0.5930 -0.0939 -0.0990 -0.0997 0.285
H 1.5618 -2.8222 0.3327 -0.0222 0.1240 -0.0817 0.412
H 0.0564 -3.3549 -0.3731 0.0834 0.0302 0.0461 0.459
H -0.2163 -1.1412 1.6430 0.1136 -0.0861 -0.0870 0.162
H 0.3971 -2.6767 2.2718 -0.0468 0.2232 0.0104 0.398
H -1.5892 -3.8553 1.7988 0.0169 0.0655 -0.0981 0.548
H -2.1336 -2.6834 0.5809 0.0537 0.0808 0.0800 0.392
H -0.8311 0.7677 -1.7752 -0.1152 -0.0524 -0.0126 0.170
H -2.4833 0.4259 -2.3322 0.0725 -0.0206 0.0428 0.438
H -2.5759 -0.2059 0.3731 -0.0719 0.1005 0.0273 0.033
H -3.2388 1.2615 -0.3265 0.0678 -0.0341 0.0628 0.565
H -0.3583 1.0304 0.7056 -0.1711 0.0131 -0.1245 -0.645
H -1.7360 1.6126 1.6769 0.0765 -0.0411 -0.0841 0.485
H -1.7554 4.6602 0.4765 -0.1942 -0.0677 -0.4581 0.378


37
Properties=species:S:1:pos:R:3:forces:R:3:mulliken_charge:R:1 method="wB97M-V/def2-TZVPD" de_lowest_kj_mol=0.00 e_homo_ev="-8.7 / -12.3" e_lumo_ev="-2.97 / -6.39" multiplicity=6 energy_ha=-1095.2525 total_charge=+1
C 1.1378 1.7353 -2.8536 -0.9726 2.9022 -3.6834 -0.822
C 2.0264 0.9016 -3.6343 0.3138 -0.0436 -1.4209 -0.312
C 3.0031 0.2066 -2.9356 2.0129 -0.7010 1.1718 -0.228
C 3.0608 0.3791 -1.5424 1.9442 -0.8907 -1.0272 -0.091
C 2.0884 1.2029 -0.9503 1.0146 1.0276 3.9940 -0.971
Ir 0.4497 0.4017 -1.6836 -1.4624 -1.5762 1.6889 0.814
P -1.6403 0.5931 -2.5500 -1.2127 0.0128 -0.7840 -0.212
H 0.6114 2.6539 -3.2282 0.7943 -0.9774 0.3823 0.580
H 1.9838 0.7183 -4.7072 -0.4789 0.1506 0.1220 0.394
H 3.7396 -0.4676 -3.4081 -0.6106 0.5446 0.0614 0.397
H 2.2774 1.5830 0.0793 -0.2381 -0.1552 -0.9764 0.476
H 3.8109 -0.1122 -0.8977 -0.4460 -0.0479 -0.6174 0.368
H -2.3296 -0.6238 -2.6292 -0.1947 -0.0796 -0.0485 0.144
H -1.8431 1.0793 -3.8361 -0.0250 0.1181 -0.2370 0.180
H -2.5898 1.3325 -1.8450 -0.0675 0.1766 0.0048 0.143
C -1.7175 -0.6512 0.2943 -0.7392 -0.3469 1.3113 -0.762
N -0.3082 -0.2009 0.2396 0.9448 0.0343 0.3472 0.342
C 0.5141 -1.3422 0.7826 -0.1630 -0.5348 1.0676 -0.468
N 0.1442 -1.6479 2.1751 -0.5037 0.3746 -0.2378 0.054
C -1.2907 -1.9990 2.2289 0.0222 -0.2031 -0.2249 -0.694
N -2.1320 -0.9259 1.6720 0.1949 -0.0053 0.2652 0.121
C -1.9437 0.2809 2.4960 0.0619 0.0444 0.1707 -0.770
N -0.5325 0.6825 2.5341 0.0283 -0.3163 -0.9328 0.013
C -0.1439 1.0043 1.1431 -0.5166 0.0298 1.7162 -0.446
C 0.3101 -0.4458 2.9962 0.1347 0.3462 0.1772 -0.796
H -1.8238 -1.5906 -0.2653 0.0794 0.3524 -0.1228 0.225
H -2.3928 0.1221 -0.0830 0.2495 -0.0841 -0.0728 0.307
H 1.5922 -1.1148 0.7531 -0.4415 0.1339 -0.1833 0.249
H 0.2859 -2.2390 0.1869 0.2297 0.3344 -0.0123 0.301
H -1.5887 -2.2186 3.2705 0.1859 0.2406 -0.4912 0.321
H -1.4497 -2.8984 1.6339 -0.0124 -0.0925 0.0149 0.358
H -2.5007 1.1013 2.0380 -0.1209 -0.0207 0.1317 0.373
H -2.3128 0.1408 3.5265 0.1069 -0.2197 -0.5029 0.307
H 0.8870 1.3770 1.2337 -0.5040 -0.4335 -0.6623 0.222
H -0.8247 1.7897 0.7755 0.4147 -0.2126 0.0022 0.206
H 0.0868 -0.6694 4.0517 -0.0632 0.0204 -0.4510 0.316
H 1.3549 -0.1388 2.9385 0.0405 0.0978 0.0594 0.364


36
Properties=species:S:1:pos:R:3:forces:R:3:mulliken_charge:R:1 method="wB97M-V/def2-TZVPD" de_lowest_kj_mol=364.22 e_homo_ev=-8.0 smiles="CC[C@H](C)[C@H](NC(=O)[C@@H]1CCCN1)C(=O)O" e_lumo_ev=0.68 energy_ha=-766.2867 total_charge=0
C 0.7623 3.3030 1.8068 3.9491 -1.2072 2.1131 -1.282
C -0.1234 2.8429 0.7439 -0.6217 -3.2563 0.5000 -0.481
C 0.5266 2.3267 -0.5065 -0.5710 -1.0917 -3.0055 0.294
C -0.5116 2.4937 -1.6153 -2.0872 0.4592 1.8415 -1.780
C 1.0796 0.7689 -0.6133 -1.4235 1.4094 0.6236 -0.312
N 0.0267 -0.2107 -0.6846 -0.5106 0.8437 1.0262 0.097
C 0.1630 -1.3155 -1.4622 1.4588 -0.9528 0.5437 0.218
O 1.0492 -1.4053 -2.2831 0.3926 0.5448 -1.0940 -0.669
C -0.4463 -2.6167 -0.9864 0.4228 0.5427 -0.1648 -0.134
C -1.9072 -2.5529 -0.6883 -0.0003 2.8113 -1.0553 -0.376
C -2.1522 -3.3691 0.5459 0.8161 0.0161 -0.7763 -0.683
C -0.7381 -3.4425 1.1653 -0.1647 -2.5020 0.0256 -0.695
N 0.1651 -2.9264 0.2404 1.7420 1.3411 -1.1980 -0.264
C 2.1285 0.6032 0.4535 0.0858 2.8707 -3.1179 -0.015
O 2.3681 -0.2545 1.1877 0.3725 -2.9489 2.9415 -0.525
O 2.9633 1.6598 0.1956 -1.8683 -0.0536 -1.5262 -0.412
H 1.2068 2.5188 2.6870 -1.0262 2.0439 -2.8650 0.180
H 1.5241 4.0446 1.4235 -0.2109 -1.2629 0.3912 0.233
H 0.1171 3.9235 2.2734 -1.6676 2.0372 2.7457 0.600
H -0.7804 3.6697 0.5712 -0.3707 0.4541 -0.9226 0.453
H -0.8247 2.0615 1.2029 0.7198 0.6876 -0.7455 0.193
H 1.3115 2.9713 -0.8524 0.8487 0.1816 0.5337 0.496
H -0.2024 2.1747 -2.5662 0.1815 -0.7796 -1.2147 0.431
H -0.9620 3.4955 -1.7066 1.0187 0.2583 0.0313 0.430
H -1.4273 2.0241 -1.2107 0.2294 -0.7611 -0.8837 0.333
H 1.6664 0.4881 -1.4825 0.0819 1.0436 -0.6878 0.537
H -0.6242 -0.2262 0.0862 0.0717 -0.2603 -0.0631 0.324
H -0.1386 -3.3659 -1.6717 -0.2133 -0.5347 -1.4851 0.502
H -2.0269 -1.3844 -0.6046 -1.0046 -2.3683 -0.0047 0.121
H -2.3508 -2.9786 -1.5747 -1.0079 0.4820 -0.1632 0.334
H -2.7011 -4.2395 0.1925 0.7328 -0.7491 0.5146 0.294
H -2.8024 -2.9147 1.2270 -1.0448 0.8874 1.0023 0.312
H -0.6725 -2.8385 2.0084 -0.2691 0.4673 2.2633 0.362
H -0.4159 -4.4793 1.3097 -0.5710 -0.1463 1.0129 0.324
H 1.1238 -2.6038 0.3703 -0.7754 -0.4213 0.6518 0.229
H 3.6259 1.7543 0.8177 2.2847 -0.0861 2.2115 0.329